[1]
{"formula": "C21H44O3P2Re", "method": "the ωB97M-V functional and the def2-TZVPD basis", "symbols": ["Re", "C", "O", "C", "O", "P", "C", "H", "C", "H", "C", "H", "C", "P", "H", "H", "C", "H", "C", "H", "H", "H", "C", "H", "H", "H", "C", "H", "H", "H", "C", "H", "H", "H", "C", "H", "H", "H", "C", "H", "H", "H", "C", "H", "H", "H", "C", "H", "C", "H", "H", "C", "H", "H", "H", "C", "H", "H", "H", "C", "H", "H", "H", "C", "H", "H", "H", "H", "H", "O", "C"], "coordinates": [[-0.127, 0.099, 1.059], [0.558, 1.487, 2.228], [0.931, 2.221, 3.073], [-1.973, 0.324, 0.642], [-3.129, 0.444, 0.417], [0.166, 2.193, -0.553], [-0.040, 1.972, -2.408], [-0.037, 2.999, -2.799], [-1.300, 3.385, -0.282], [-2.151, 2.693, -0.415], [1.811, 3.146, -0.619], [2.460, 2.372, -1.058], [1.471, -3.052, 1.902], [-0.023, -2.311, 1.060], [-0.430, -3.924, -0.696], [2.268, -2.891, 1.159], [-1.526, -3.364, 1.559], [-1.130, -4.389, 1.490], [-1.372, 3.942, 1.140], [-2.326, 4.481, 1.252], [-0.554, 4.647, 1.346], [-1.356, 3.153, 1.901], [-1.469, 4.528, -1.283], [-0.679, 5.281, -1.183], [-2.422, 5.029, -1.060], [-1.522, 4.198, -2.326], [1.804, 4.365, -1.537], [1.446, 4.168, -2.553], [2.838, 4.728, -1.627], [1.223, 5.185, -1.099], [2.440, 3.544, 0.713], [3.307, 4.187, 0.507], [2.824, 2.671, 1.251], [1.759, 4.104, 1.368], [1.146, 1.242, -3.045], [2.087, 1.796, -2.933], [0.960, 1.130, -4.123], [1.274, 0.238, -2.618], [-1.379, 1.349, -2.819], [-1.484, 0.326, -2.431], [-1.415, 1.298, -3.919], [-2.240, 1.941, -2.485], [1.322, -4.559, 2.128], [1.064, -5.109, 1.214], [0.564, -4.778, 2.892], [2.279, -4.961, 2.490], [1.913, -2.339, 3.184], [1.171, -2.432, 3.989], [-0.526, -1.990, -1.658], [2.110, -1.274, 2.999], [2.854, -2.797, 3.525], [1.575, -3.286, -1.130], [-0.138, -0.973, -1.469], [-0.289, -2.246, -2.701], [-1.619, -1.967, -1.550], [0.137, -2.978, -0.699], [1.580, -3.565, -2.193], [2.011, -4.124, -0.573], [2.223, -2.407, -1.008], [-2.713, -3.232, 0.602], [-3.014, -2.183, 0.495], [-3.572, -3.788, 1.003], [-2.511, -3.642, -0.392], [-2.003, -3.132, 2.995], [-2.572, -2.195, 3.084], [-1.221, -3.135, 3.764], [-2.686, -3.956, 3.253], [0.490, -1.940, -4.498], [0.475, -1.263, -4.822], [-0.922, -0.411, 4.012], [-0.670, -0.278, 2.865]], "charge": 4, "spin_multiplicity": 4}

[2]
{"formula": "C21H45BF4KN3O12", "method": "the ωB97M-V functional and the def2-TZVPD basis", "symbols": ["K", "B", "F", "F", "F", "F", "C", "C", "O", "C", "O", "O", "C", "H", "H", "H", "H", "H", "H", "H", "H", "C", "C", "O", "C", "O", "O", "C", "H", "H", "H", "H", "H", "H", "H", "H", "C", "C", "O", "C", "O", "O", "C", "H", "H", "H", "H", "H", "H", "H", "H", "C", "O", "N", "C", "C", "H", "H", "H", "H", "H", "H", "H", "C", "O", "N", "C", "C", "H", "H", "H", "H", "H", "H", "H", "C", "O", "N", "C", "C", "H", "H", "H", "H", "H", "H", "H"], "coordinates": [[2.401, -2.202, 1.637], [-0.060, -0.835, 0.068], [-0.338, -1.688, 1.155], [0.364, -1.552, -1.046], [-1.117, 0.004, -0.203], [1.109, -0.072, 0.488], [3.756, -0.113, -2.247], [3.599, -0.736, -3.615], [3.452, 0.300, -4.612], [3.171, -0.117, -5.837], [3.230, -1.253, -6.237], [2.817, 0.936, -6.566], [2.583, 0.728, -7.944], [4.367, 0.791, -2.258], [4.388, -0.804, -1.678], [2.799, 0.056, -1.760], [2.755, -1.419, -3.684], [4.516, -1.273, -3.868], [2.838, -0.288, -8.235], [3.232, 1.417, -8.492], [1.563, 0.987, -8.219], [-2.554, -3.255, -1.760], [-2.361, -4.115, -2.989], [-1.209, -3.624, -3.656], [-0.963, -4.098, -4.871], [-1.605, -4.904, -5.478], [0.162, -3.514, -5.312], [0.647, -3.987, -6.554], [-3.522, -3.443, -1.288], [-2.617, -2.228, -2.123], [-1.775, -3.412, -1.022], [-3.249, -4.117, -3.627], [-2.281, -5.180, -2.736], [1.605, -3.496, -6.713], [-0.095, -3.855, -7.336], [0.923, -5.050, -6.540], [4.188, 6.465, 6.000], [4.974, 5.257, 5.528], [4.490, 4.693, 4.317], [3.335, 4.042, 4.381], [2.587, 4.000, 5.320], [3.121, 3.465, 3.194], [2.150, 2.439, 3.188], [4.136, 7.216, 5.204], [4.761, 6.985, 6.769], [3.167, 6.230, 6.283], [5.102, 4.528, 6.327], [5.956, 5.644, 5.254], [2.286, 1.639, 3.913], [2.028, 2.062, 2.178], [1.182, 2.905, 3.411], [-0.848, -5.149, 3.024], [-0.448, -6.225, 2.631], [-2.138, -4.752, 2.958], [-2.540, -3.501, 3.576], [-3.204, -5.669, 2.649], [-0.201, -4.391, 3.498], [-3.448, -3.119, 3.118], [-1.786, -2.725, 3.441], [-2.719, -3.643, 4.648], [-3.762, -5.939, 3.548], [-3.903, -5.207, 1.950], [-2.774, -6.531, 2.147], [-4.776, 1.868, 3.096], [-5.932, 2.026, 3.414], [-4.246, 0.698, 2.675], [-2.881, 0.581, 2.211], [-5.051, -0.489, 2.563], [-4.032, 2.683, 3.089], [-2.348, -0.216, 2.737], [-2.429, 1.571, 2.205], [-2.821, 0.266, 1.166], [-4.610, -1.277, 3.186], [-6.083, -0.373, 2.868], [-4.996, -0.864, 1.536], [-0.862, 4.247, -1.827], [-0.542, 3.487, -2.714], [-0.574, 4.074, -0.515], [-1.150, 4.969, 0.466], [0.019, 2.867, 0.006], [-1.439, 5.168, -2.006], [-1.417, 5.921, 0.003], [-0.464, 5.195, 1.279], [-2.097, 4.551, 0.828], [0.222, 2.227, -0.847], [0.947, 3.079, 0.540], [-0.658, 2.432, 0.743]]}

[3]
{"formula": "C21H45N11O2PtSbSi4Te", "method": "the ωB97M-V functional and the def2-TZVPD basis", "symbols": ["Pt", "N", "C", "N", "N", "N", "N", "C", "N", "N", "N", "N", "H", "O", "C", "N", "C", "O", "C", "C", "C", "C", "N", "C", "H", "H", "H", "H", "H", "H", "H", "H", "C", "Sb", "C", "C", "H", "H", "H", "H", "H", "H", "H", "H", "H", "C", "Si", "C", "C", "Si", "Te", "Si", "C", "C", "C", "Si", "C", "C", "C", "H", "H", "H", "H", "H", "H", "H", "H", "H", "H", "H", "H", "H", "H", "H", "H", "H", "H", "H", "H", "H", "H", "H", "H", "H", "H", "H"], "coordinates": [[1.252, -1.351, -1.085], [4.436, -2.181, -1.955], [4.232, -1.374, -0.858], [5.141, -1.226, 0.074], [4.590, -0.324, 0.932], [3.427, 0.024, 0.545], [3.141, -0.612, -0.629], [3.435, -2.655, -2.772], [3.635, -3.527, -3.741], [2.411, -3.693, -4.292], [1.535, -2.962, -3.694], [2.169, -2.273, -2.709], [5.293, -2.708, -1.960], [-5.275, 0.993, -3.380], [-5.415, -0.413, -3.377], [-4.219, -1.079, -2.926], [-4.194, -1.930, -1.856], [-5.179, -2.239, -1.219], [-2.845, -2.523, -1.570], [-2.765, -3.826, -1.127], [-1.518, -4.421, -1.044], [-0.399, -3.681, -1.367], [-0.458, -2.371, -1.634], [-1.665, -1.809, -1.741], [-4.937, 1.258, -2.517], [-5.635, -0.682, -4.408], [-6.224, -0.747, -2.732], [-3.394, -1.008, -3.499], [-3.679, -4.365, -0.908], [-1.403, -5.459, -0.766], [0.581, -4.131, -1.441], [-1.675, -0.756, -1.983], [4.413, -4.755, 1.108], [2.511, -3.734, 1.088], [2.692, -3.063, 3.119], [1.383, -5.506, 1.623], [4.454, -5.447, 1.952], [5.203, -4.008, 1.202], [4.552, -5.310, 0.178], [3.097, -3.873, 3.729], [1.711, -2.771, 3.494], [3.355, -2.199, 3.153], [1.850, -6.007, 2.474], [1.353, -6.195, 0.775], [0.359, -5.229, 1.885], [0.908, 3.182, 3.930], [-0.671, 2.702, 3.033], [-1.855, 4.167, 3.077], [-1.473, 1.319, 4.016], [-0.158, 2.057, 0.847], [0.108, -0.441, 1.061], [1.454, 3.550, 0.019], [0.694, 5.239, 0.412], [1.578, 3.405, -1.846], [3.169, 3.636, 0.754], [-2.058, 2.207, -0.484], [-3.375, 1.104, 0.301], [-1.695, 1.667, -2.254], [-2.808, 3.937, -0.576], [0.739, 3.281, 5.007], [1.309, 4.130, 3.559], [1.676, 2.417, 3.774], [-1.985, 4.538, 4.100], [-2.841, 3.877, 2.697], [-1.491, 4.995, 2.460], [-1.633, 1.622, 5.055], [-0.839, 0.428, 4.010], [-2.440, 1.032, 3.590], [-0.362, 5.298, 0.123], [1.233, 6.036, -0.112], [0.755, 5.445, 1.487], [0.618, 3.620, -2.326], [1.879, 2.393, -2.139], [2.321, 4.106, -2.238], [3.124, 3.948, 1.803], [3.765, 4.372, 0.204], [3.682, 2.682, 0.722], [-3.379, 0.098, -0.121], [-4.380, 1.534, 0.213], [-3.173, 0.981, 1.369], [-0.816, 1.013, -2.289], [-1.480, 2.533, -2.887], [-2.543, 1.138, -2.704], [-2.959, 4.356, 0.424], [-3.779, 3.918, -1.084], [-2.155, 4.622, -1.127]], "charge": -1}

[4]
{"formula": "C21H45N3", "method": "the ωB97M-V functional and the def2-TZVPD basis", "symbols": ["C", "C", "C", "C", "H", "H", "C", "N", "H", "C", "C", "C", "C", "H", "H", "C", "C", "C", "H", "H", "H", "H", "H", "C", "C", "H", "H", "H", "C", "H", "H", "H", "C", "H", "H", "H", "H", "H", "H", "H", "H", "C", "N", "H", "C", "C", "H", "H", "H", "C", "N", "H", "C", "H", "H", "H", "H", "H", "H", "H", "H", "H", "H", "H", "H", "H", "H", "H", "H"], "coordinates": [[-0.349, -3.700, 1.059], [-0.799, -2.664, 0.035], [-1.169, -1.338, 0.695], [-1.636, -0.312, -0.334], [-0.888, -0.223, -1.126], [-2.559, -0.664, -0.794], [-1.906, 1.092, 0.242], [-0.797, 1.758, 0.898], [-0.477, 1.224, 1.697], [0.322, 2.194, 0.089], [1.479, 1.196, -0.108], [2.242, 0.948, 1.192], [3.388, -0.037, 0.971], [3.886, -0.213, 1.925], [2.974, -0.986, 0.624], [4.380, 0.504, -0.063], [3.615, 0.742, -1.370], [2.459, 1.718, -1.157], [2.852, 2.684, -0.832], [1.938, 1.874, -2.105], [4.277, 1.153, -2.131], [3.215, -0.203, -1.741], [4.728, 1.481, 0.295], [5.648, -0.376, -0.230], [5.316, -1.809, -0.656], [6.237, -2.371, -0.797], [4.726, -2.317, 0.101], [4.768, -1.822, -1.595], [6.420, -0.425, 1.095], [5.869, -0.967, 1.859], [6.621, 0.580, 1.461], [7.372, -0.932, 0.954], [6.579, 0.244, -1.281], [6.744, 1.299, -1.075], [7.543, -0.260, -1.267], [6.170, 0.143, -2.283], [1.572, 0.551, 1.959], [2.639, 1.896, 1.563], [1.076, 0.242, -0.460], [0.732, 3.095, 0.565], [-0.070, 2.488, -0.888], [-3.063, 1.080, 1.258], [-4.231, 0.351, 0.797], [-4.881, 0.246, 1.572], [-4.949, 0.895, -0.344], [-5.649, 2.229, -0.048], [-4.930, 2.972, 0.287], [-6.400, 2.097, 0.731], [-6.139, 2.609, -0.940], [-5.984, -0.131, -0.837], [-5.355, -1.285, -1.457], [-5.985, -1.683, -2.147], [-4.971, -2.319, -0.516], [-4.471, -3.120, -1.060], [-4.282, -1.884, 0.204], [-5.826, -2.746, 0.031], [-6.636, -0.418, 0.007], [-6.605, 0.361, -1.589], [-4.225, 1.039, -1.149], [-3.273, 2.127, 1.527], [-2.717, 0.580, 2.167], [-2.189, 1.740, -0.597], [-0.296, -0.961, 1.236], [-1.964, -1.511, 1.421], [0.004, -2.499, -0.688], [-1.664, -3.044, -0.513], [-1.144, -3.898, 1.774], [-0.086, -4.635, 0.570], [0.522, -3.343, 1.607]], "smiles": "CCCC[C@@H](CN[C@H](C)CNC)NC[C@H]1CC[C@H](C(C)(C)C)CC1"}

E_tot? In order: -1811.39087, -2918.85412, -3365.74473, -991.43315 hartree.